Record 1
# C35H31BrMnN3P2Se3

C35H31BrMnN3P2Se3 as an isolated structure (ωB97M-V/def2-TZVPD, OMol25).

```
! RIJCOSX wB97M-V def2-TZVPD def2/J DEFGRID3
* xyz -1 6
Mn -0.555 0.707 0.833
Se 6.504 -1.682 0.168
P 5.355 -0.338 1.313
C 5.907 1.390 1.136
C 5.103 2.379 0.576
C 5.583 3.678 0.452
C 6.861 3.993 0.880
C 7.671 3.005 1.430
C 7.198 1.712 1.553
C 5.564 -0.648 3.097
C 5.526 0.385 4.027
C 5.820 0.140 5.362
C 6.167 -1.137 5.769
C 6.205 -2.174 4.845
C 5.908 -1.932 3.515
C 3.603 -0.287 0.886
C 2.357 -0.257 1.514
N 1.451 -0.065 0.533
N 2.083 0.011 -0.621
N 3.374 -0.112 -0.436
P 1.699 -0.365 3.170
Se -0.416 -0.663 3.189
C 2.479 -1.812 3.931
C 2.807 -1.878 5.278
C 3.195 -3.088 5.837
C 3.271 -4.226 5.052
C 2.972 -4.157 3.698
C 2.569 -2.957 3.138
C 2.130 1.152 4.049
C 2.744 2.199 3.375
C 3.007 3.394 4.030
C 2.650 3.547 5.358
C 1.995 2.517 6.026
C 1.717 1.332 5.370
H 4.111 2.140 0.223
H 4.949 4.439 0.016
H 7.232 5.005 0.783
H 8.673 3.246 1.760
H 7.833 0.938 1.970
H 5.292 1.391 3.714
H 5.791 0.955 6.074
H 6.411 -1.328 6.807
H 6.472 -3.174 5.160
H 5.975 -2.726 2.783
H 2.774 -0.992 5.895
H 3.450 -3.134 6.888
H 3.574 -5.168 5.491
H 3.043 -5.040 3.077
H 2.312 -2.907 2.087
H 3.002 2.092 2.329
H 3.478 4.204 3.489
H 2.852 4.479 5.869
H 1.677 2.650 7.052
H 1.141 0.562 5.867
C -8.254 0.646 0.060
C -6.774 0.426 -0.107
C -5.851 1.068 0.704
C -4.480 0.878 0.560
C -3.555 1.622 1.478
C -3.998 0.013 -0.433
Se -2.125 -0.302 -0.707
C -4.920 -0.651 -1.259
C -4.524 -1.607 -2.356
C -6.282 -0.429 -1.080
H -8.456 1.348 0.870
H -8.772 -0.287 0.290
H -8.701 1.051 -0.850
H -6.202 1.744 1.476
H -4.119 2.225 2.190
H -2.885 2.286 0.927
H -2.925 0.930 2.051
H -3.454 -1.788 -2.380
H -4.822 -1.210 -3.329
H -5.033 -2.563 -2.222
H -6.978 -0.951 -1.731
Br -0.079 2.993 1.378
*
```

Largest force on an atom   0.80 eV/Å
Frontier orbital gap (spin up / spin down)   6.589 / 6.853 eV
⟨S²⟩   8.759
Total energy   -13128.8680 Eh
LUMO energy (spin up / spin down)   2.2 / 2.2 eV
Molecular weight   927.32 g/mol
HOMO level (spin up / spin down)   -4.38 / -4.65 eV

***

Record 2
# C3H6O2

C3H6O2 as an isolated structure (ωB97M-V/def2-TZVPD, OMol25).

```
! RIJCOSX wB97M-V def2-TZVPD def2/J DEFGRID3
* xyz 0 1
O -1.497 0.248 0.954
C -0.236 -0.245 0.608
C -0.021 -0.764 -0.819
O 1.196 -0.017 -0.938
C 0.876 0.747 0.237
H -1.894 0.624 0.158
H 0.066 -0.956 1.383
H 0.109 -1.839 -0.971
H -0.793 -0.398 -1.518
H 1.729 0.861 0.914
H 0.465 1.738 -0.008
*
```

Largest force on an atom   0.39 eV/Å
Frontier orbital gap   10.901 eV
Total energy   -268.3324 Eh
LUMO energy   1.0 eV
Molecular weight   74.08 g/mol
HOMO level   -9.95 eV

***

Record 3
# C5H8O

C5H8O as an isolated structure (ωB97M-V/def2-TZVPD, OMol25).

```
! RIJCOSX wB97M-V def2-TZVPD def2/J DEFGRID3
* xyz 0 1
C -1.437 -0.956 -0.435
C -0.541 0.275 -0.540
C -0.242 1.100 0.610
C 1.164 0.764 0.209
C 1.780 -0.528 0.295
O 1.179 -1.587 0.196
H -1.544 -1.339 0.585
H -2.443 -0.616 -0.762
H -1.160 -1.790 -1.083
H -0.463 0.678 -1.538
H -0.590 0.749 1.577
H -0.417 2.157 0.435
H 1.828 1.632 0.046
H 2.886 -0.539 0.404
*
```

Largest force on an atom   0.99 eV/Å
Frontier orbital gap   8.983 eV
Total energy   -270.4480 Eh
LUMO energy   0.6 eV
Molecular weight   84.12 g/mol
HOMO level   -8.43 eV

***

Record 4
# C2H9N2S

A 2-piece molecular cluster, C2H9N2S overall at a distorted geometry (ωB97M-V/def2-TZVPD, OMol25).

```
! RIJCOSX wB97M-V def2-TZVPD def2/J DEFGRID3
* xyz -1 1
C 0.150 -2.189 -2.717
S 1.358 -1.408 -1.579
H 0.632 -2.787 -3.501
H -0.434 -2.920 -2.149
H -0.485 -1.455 -3.212
N 0.450 1.753 0.517
C -0.546 1.636 1.564
N -0.406 0.519 2.462
H 1.409 1.518 0.725
H 0.166 1.308 -0.341
H -0.625 2.565 2.123
H -1.462 1.437 1.002
H -0.556 -0.365 1.985
H 0.350 0.387 3.121
*
```

Largest force on an atom   1.69 eV/Å
Frontier orbital gap   6.239 eV
Total energy   -589.3027 Eh
LUMO energy   4.0 eV
Molecular weight   93.17 g/mol
HOMO level   -2.23 eV

***

Record 5
# C7H10OS

One molecule with the formula C7H10OS at a distorted geometry (ωB97M-V/def2-TZVPD, OMol25).

```
! RIJCOSX wB97M-V def2-TZVPD def2/J DEFGRID3
* xyz 0 1
O 3.738 3.114 1.674
S 2.983 0.684 1.242
C 2.919 2.413 1.141
C 0.750 1.663 0.246
C 1.365 0.478 0.567
C 1.545 2.889 0.721
C -1.579 -0.665 0.857
C 0.904 -0.899 0.223
C -0.565 -1.086 -0.228
H -0.196 1.674 -0.249
H 1.677 3.613 -0.054
H 1.005 3.359 1.576
H -2.576 -0.547 0.405
H -1.397 0.293 1.304
H -1.550 -1.416 1.653
H 1.087 -1.551 1.074
H 1.537 -1.327 -0.567
H -0.739 -2.143 -0.432
H -0.853 -0.492 -1.098
*
```

Largest force on an atom   2.90 eV/Å
Frontier orbital gap   9.393 eV
Total energy   -746.1361 Eh
LUMO energy   0.7 eV
Molecular weight   142.22 g/mol
Structure (SMILES)   CCCC1=CCC(=O)S1
HOMO level   -8.68 eV

***

Record 6
# C15H24N6O3Rb

C15H24N6O3Rb as an isolated structure at a distorted geometry (ωB97M-V/def2-TZVPD, OMol25).

```
! RIJCOSX wB97M-V def2-TZVPD def2/J DEFGRID3
* xyz -1 1
Rb 7.324 8.664 8.170
C 10.862 8.862 10.216
C 10.264 9.012 11.618
N 8.856 9.476 11.600
C 8.040 9.090 12.746
C 7.627 7.611 12.890
C 7.298 6.996 14.131
C 6.811 5.693 14.066
C 6.823 5.009 12.888
C 7.216 5.692 11.668
C 7.171 5.047 10.383
N 7.878 5.807 9.374
C 9.353 5.558 9.307
C 10.259 6.558 9.980
N 10.120 7.933 9.425
N 7.423 7.012 11.740
H 11.929 8.545 10.337
H 10.904 9.827 9.689
H 10.837 9.800 12.091
H 10.394 8.077 12.206
H 8.496 9.089 10.757
H 7.148 9.730 12.698
H 8.515 9.295 13.688
H 7.486 7.565 14.976
H 6.495 5.247 14.993
H 6.312 4.025 12.782
H 6.136 4.955 10.022
H 7.572 4.008 10.479
H 7.534 5.601 8.410
H 9.654 5.557 8.306
H 9.542 4.573 9.743
H 11.308 6.250 9.862
H 10.010 6.564 11.063
H 10.210 7.992 8.433
N 5.125 4.626 8.025
C 6.149 4.343 6.982
C 6.770 5.681 6.375
O 6.160 6.802 6.554
N 7.911 5.468 5.772
C 8.573 6.601 5.069
C 9.408 7.473 6.065
O 10.357 6.908 6.720
O 9.032 8.720 6.179
H 4.272 4.218 7.719
H 4.993 5.580 7.864
H 5.705 3.835 6.139
H 6.934 3.784 7.416
H 7.865 7.349 4.631
H 9.172 6.164 4.329
*
```

Largest force on an atom   4.35 eV/Å
Frontier orbital gap   6.181 eV
Total energy   -1164.3812 Eh
LUMO energy   2.1 eV
Molecular weight   421.86 g/mol
HOMO level   -4.04 eV